Record 1
Density functional theory data (ωB97M-V/def2-TZVPD) for a molecular structure, C13H15BBr40NO7S2 at a distorted geometry.

The HOMO-LUMO gap is 7.24 eV. For the HOMO energy, the calculation gives -6.752 eV. The energy comes out at -104867.5219 a.u. The charge is -1.

XYZ file:
```
79
Properties=species:S:1:pos:R:3:forces:R:3:lowdin_charge:R:1
Br -3.6574 -0.1529 5.9130 0.30 0.56 0.24 0.54
Br 1.8333 -0.1034 0.0324 0.12 -0.35 0.70 0.46
H -0.6135 -5.0804 2.2938 -0.06 -0.38 0.13 -0.07
C -0.5097 -6.0852 2.7161 -0.22 0.23 -0.07 -1.58
H 6.9006 -1.0212 1.8820 -0.46 0.22 -0.12 -0.03
Br -0.0563 1.0057 -5.4450 -0.02 -0.16 0.71 0.52
H -1.4994 1.0152 6.3667 -0.45 0.18 -0.12 -0.02
Br 1.6295 3.9184 -6.7625 -0.31 0.28 -0.35 0.52
Br 2.5224 6.3555 3.9708 -0.10 -0.14 0.39 0.55
H 6.8317 5.2043 -2.1161 -0.32 -0.19 0.40 -0.10
H -2.1571 -9.4935 3.1839 -0.16 -0.26 0.34 -0.11
C 0.1460 4.3936 -7.9278 0.19 0.18 -0.04 -1.58
Br 2.5934 0.5318 -3.6733 -0.37 0.08 -0.02 0.52
Br 5.3317 0.5474 3.0246 0.09 -0.25 -0.36 0.54
Br -3.9429 -9.2012 4.9022 0.39 -0.32 -0.26 0.54
H 3.3476 -1.3084 -6.6884 0.14 0.33 -0.31 -0.02
Br 10.3048 8.5791 -0.7628 -0.48 0.02 -0.16 0.56
Br 1.3846 -6.5259 2.6748 -0.37 0.03 0.03 0.52
Br -4.0952 -1.9252 -2.9280 -0.62 0.06 -0.17 0.60
C 6.1750 4.7500 -1.3670 0.12 -0.01 -0.12 -1.58
C 3.6664 -0.5930 -7.4535 -0.21 -0.14 0.16 -1.59
S -3.7296 -2.6761 1.0145 3.48 -3.42 -3.52 0.36
Br -0.5860 3.9639 1.1952 0.46 -0.07 -0.07 0.57
Br -1.1960 -6.0108 4.5349 0.20 -0.11 -0.48 0.56
C 5.9119 -0.6442 1.6006 0.16 -0.27 0.00 -1.58
C 8.5015 8.8974 -1.4192 -0.04 0.25 0.06 -1.58
C 1.3399 3.9610 0.9211 0.06 0.12 0.18 -1.55
Br 1.0428 -3.1753 0.6014 -0.05 0.45 0.11 0.58
Br -0.2934 -0.3028 -2.5097 -0.16 0.26 -0.81 0.59
O -2.7743 -1.8945 0.0309 -3.84 -1.93 3.37 -0.53
N -5.3179 -2.8316 0.3045 0.65 -0.82 1.92 -0.38
H -0.3936 -1.1386 0.4755 0.24 -0.14 0.21 -0.06
H 0.5429 5.0717 -8.6904 -0.20 -0.33 0.35 -0.02
O -5.9077 -4.6835 2.2956 -1.74 2.33 -4.33 -0.38
Br -3.8278 -1.3504 2.8647 -0.10 -0.55 -0.72 0.33
C 0.5921 -1.3099 0.9202 -0.18 0.07 -0.16 -1.54
H 1.6823 4.9934 1.0462 -0.14 -0.46 -0.08 -0.04
H 0.5764 1.9275 -3.2141 0.07 -0.42 -0.19 -0.06
Br 7.2005 8.9324 0.0266 0.49 0.05 -0.36 0.54
H -8.4793 -3.5502 3.0614 1.12 1.72 -0.63 0.13
Br 8.0038 7.6319 -2.8103 0.17 0.32 0.28 0.59
Br -0.5663 2.8429 -8.8618 0.12 0.30 0.26 0.54
O -5.6281 -5.4923 -0.0638 -2.76 4.90 2.41 -0.38
H -5.9014 -0.6119 -4.0414 -0.02 -0.49 0.18 -0.03
O -7.7988 -4.1147 0.4531 1.22 2.65 1.89 -0.12
O -9.2981 -2.0860 0.3307 3.09 -0.38 1.89 0.00
B -8.4063 -2.9680 1.1597 -0.72 1.51 0.31 -0.56
Br 2.2600 2.8912 2.2602 -0.20 0.21 -0.62 0.49
O -3.0786 -4.0402 1.3882 -2.43 4.75 -0.56 -0.46
Br 7.3154 4.0984 0.0679 -0.34 0.21 -0.35 0.55
Br 1.8129 3.4207 -0.8868 -0.13 0.19 0.40 0.53
Br 0.4346 -0.9176 2.8190 0.10 -0.11 -0.46 0.56
C 2.3119 5.4151 5.6606 0.16 -0.28 0.09 -1.59
Br -1.0705 -10.6468 5.1117 -0.37 0.08 -0.25 0.53
C -2.4881 1.3922 6.0852 0.15 -0.17 -0.02 -1.59
Br -1.5561 -7.2830 1.5962 0.28 0.33 0.31 0.62
Br -3.0683 2.5838 7.5093 0.11 -0.23 -0.32 0.54
Br -1.2429 5.3640 -6.9721 0.33 -0.31 -0.22 0.56
C 0.6893 0.9294 -3.6499 -0.34 0.10 0.31 -1.55
Br 4.9642 6.1435 -0.7532 0.16 -0.51 -0.15 0.52
H 8.4986 9.8924 -1.8762 0.00 -0.48 0.18 -0.02
Br -3.2663 -11.7223 3.0125 0.16 0.32 0.26 0.54
Br 6.1224 0.2962 -0.0892 -0.15 -0.18 0.43 0.53
H -9.0153 -1.1213 0.4296 -0.72 -1.95 0.17 0.11
Br 1.1426 3.8699 5.4884 0.17 0.56 0.20 0.53
Br 4.8473 0.6832 -6.5811 -0.19 -0.25 -0.35 0.52
H 3.3006 5.0381 5.9421 -0.44 0.21 -0.14 -0.02
Br -2.2776 2.3326 4.3954 -0.04 -0.26 0.42 0.52
Br 4.5899 -1.6089 -8.8316 -0.18 0.28 0.30 0.55
C -2.5540 -10.1716 3.9464 -0.01 0.23 -0.09 -1.61
S -6.1372 -4.2869 0.8171 4.81 -6.22 1.02 0.72
Br 4.7426 -2.1893 1.4283 0.28 0.45 0.07 0.55
Br 5.2230 3.3013 -2.2497 0.27 0.31 0.17 0.52
Br -6.3962 -2.8724 -4.9756 0.06 0.22 0.29 0.54
Br -7.1995 -1.5719 -2.1386 0.22 -0.13 -0.52 0.63
Br 1.7317 6.6067 7.0846 0.11 -0.26 -0.38 0.55
O -8.2214 -2.6723 2.6221 -1.52 -2.69 -3.27 0.04
C -5.8985 -1.6069 -3.5844 0.24 0.34 0.08 -1.58
Br 2.0581 0.2605 -8.1387 0.69 -0.23 -0.06 0.50
```
Positions in Å, forces in eV/Å.

***

Record 2
Density functional theory data (ωB97M-V/def2-TZVPD) for a molecular structure, C17H16Cl5MnO6S2.

The HOMO-LUMO gap (spin up / spin down) is 8.27 / 8.87 eV. Its multiplicity is 5. For the HOMO energy (spin up / spin down), the calculation gives -9.033 / -9.012 eV. The energy comes out at -5357.2397 a.u. Its expectation value of S² is 6.068.

XYZ file:
```
47
Properties=species:S:1:pos:R:3:forces:R:3:lowdin_spin:R:1
H -1.2222 3.1125 2.8005 0.00 0.02 0.00 0.00
O 0.1054 2.7641 -1.1213 -0.09 0.01 -0.01 0.01
H -3.2916 1.5194 1.5100 0.00 0.00 -0.04 0.00
H 1.8187 -3.4876 -0.6925 0.00 0.02 0.01 0.00
O -2.3126 2.3910 -0.9667 0.04 0.00 -0.01 0.00
Mn 0.8609 1.0525 -0.8172 0.05 0.04 -0.08 3.87
H -5.0305 -3.4915 0.9938 0.00 0.00 0.00 0.00
H -1.5890 -3.2645 2.2927 -0.01 0.00 0.00 0.00
C 2.7603 1.6956 -0.4930 -0.03 -0.04 0.05 -0.06
H -2.1627 -1.6934 -2.3562 0.01 0.01 -0.01 0.00
H -2.5908 0.9291 3.0187 0.00 0.02 -0.01 0.00
C -0.7772 -2.2302 -0.8091 -0.03 -0.05 -0.01 0.00
H -4.1423 -2.2605 -0.9912 -0.01 0.00 0.00 0.00
C -2.0437 -2.0751 -1.3509 0.00 -0.01 0.00 0.00
C -0.8829 2.8590 1.7954 0.03 0.00 0.02 0.00
C 1.5953 -3.2542 -1.7309 0.00 -0.04 -0.01 0.00
C -0.6020 -2.6444 0.5042 -0.01 -0.02 0.04 0.00
H -1.4552 3.4529 1.0796 0.00 0.00 0.01 0.00
S -1.1777 2.2398 -1.8436 0.01 -0.04 -0.09 0.01
C -3.0017 -2.8185 0.7380 -0.02 0.00 0.00 0.00
H -4.5541 -2.1844 2.0705 0.00 0.00 0.00 0.00
C -1.1778 1.4259 1.5041 -0.09 -0.01 -0.03 0.01
H 1.0463 -4.0657 -2.2060 0.00 0.00 0.00 0.00
C -1.7158 -2.9412 1.2667 0.03 0.00 -0.01 0.00
O -1.2899 2.7793 -3.1595 0.02 0.00 0.09 0.00
Cl 7.0575 3.1153 -0.3957 -0.04 -0.01 -0.01 0.00
C -4.2066 -3.1021 1.5902 0.00 0.01 0.00 0.00
C 3.4302 1.8591 0.7051 0.05 0.03 -0.03 0.01
H 0.3874 -2.7079 0.9390 0.01 0.01 -0.01 0.00
C 4.7527 2.2987 0.7540 -0.04 -0.02 0.11 0.00
C -3.1502 -2.3810 -0.5745 0.02 0.00 0.01 0.00
H 2.5098 -3.0424 -2.2811 0.01 -0.01 0.00 0.00
O -0.7454 0.7520 -1.8809 0.00 0.04 0.00 0.02
C -2.5084 0.8877 1.9297 0.09 -0.03 0.08 0.00
O 1.4481 -0.8142 -0.9760 -0.01 0.00 0.01 0.03
S 0.5961 -1.7835 -1.8249 -0.02 0.08 0.02 0.01
H -2.6164 -0.1375 1.5854 -0.04 0.01 -0.03 0.00
C 4.7822 2.3927 -1.6583 -0.01 -0.01 -0.06 -0.01
Cl 2.6018 1.4868 2.1866 0.02 0.01 -0.02 0.00
O -0.3814 0.6871 0.9350 0.05 -0.02 0.02 0.05
Cl 5.6067 2.7020 -3.1352 -0.01 0.00 0.03 0.00
Cl 5.5537 2.5012 2.2650 -0.01 0.00 -0.04 0.00
H 0.1744 3.0780 1.6764 -0.01 0.00 -0.01 0.00
C 5.4263 2.5698 -0.4351 0.07 0.03 0.01 0.01
H -3.9768 -3.8200 2.3762 0.00 0.00 0.00 0.00
C 3.4634 1.9560 -1.6577 0.00 0.00 0.05 0.01
Cl 2.6276 1.6925 -3.1593 -0.01 0.00 -0.04 0.02
```
Positions in Å, forces in eV/Å.

***

Record 3
Density functional theory data (ωB97M-V/def2-TZVPD) for a molecular structure, C20H28F9N4OSi2Tc at a distorted geometry.

The HOMO-LUMO gap (spin up / spin down) is 6.44 / 6.87 eV. Its multiplicity is 4. For the HOMO energy (spin up / spin down), the calculation gives -11.961 / -11.960 eV. The energy comes out at -2631.5144 a.u. The charge is +1. Its expectation value of S² is 3.923.

XYZ file:
```
65
Properties=species:S:1:pos:R:3:forces:R:3:lowdin_spin:R:1
C -4.7611 1.0488 0.9509 0.13 -0.10 -0.12 0.00
H -4.1413 -2.2344 0.7850 0.05 -0.05 0.01 0.00
C 0.2617 -3.5768 0.0137 0.02 0.00 0.04 0.01
H -5.8425 0.9622 1.0370 -0.02 -0.02 -0.01 0.00
C 1.9604 2.7820 0.0132 0.16 0.11 0.05 -0.01
C -2.8177 -0.8916 -1.0369 -0.10 0.06 0.16 0.02
C -4.8738 0.2711 -1.3035 0.13 0.00 0.12 0.00
H 5.7047 3.8163 0.0451 -0.08 -0.01 0.01 0.00
F 1.4193 -3.9429 2.0583 0.04 -0.02 -0.05 0.00
C 3.6642 4.5007 0.0963 -0.10 -0.01 0.00 0.00
H 4.1114 -0.5972 1.6162 -0.08 0.02 0.01 0.00
H -2.3599 -1.8367 -0.7405 0.04 0.06 0.01 0.00
F 1.7511 -5.4015 0.4887 0.01 0.03 0.00 0.00
H -0.3601 2.6406 -2.4544 -0.02 0.11 0.07 0.00
C -2.9798 1.4938 -0.5551 -0.19 -0.30 0.13 0.00
F 2.6208 -3.4284 0.3407 -0.05 -0.10 -0.08 0.00
Si 0.1747 2.2385 -0.0290 0.40 0.50 0.09 -0.01
Si 2.4906 0.0388 -0.0299 -0.08 0.79 -0.04 -0.10
F 1.4344 -3.7985 -2.0498 -0.07 -0.07 0.02 0.00
C -1.0061 -4.1368 0.7532 0.14 0.19 -0.18 0.00
C 3.0157 -0.6590 1.5972 -0.28 -0.49 0.30 -0.02
H -2.6353 2.2963 0.0841 0.03 0.07 0.05 0.00
C 2.9571 1.8137 -0.0307 0.43 0.23 -0.01 -0.02
H 0.0816 4.1038 -1.5800 -0.01 -0.05 -0.02 0.00
C 2.3265 4.1322 0.0805 0.11 0.01 -0.01 0.00
C 4.3110 2.1864 -0.0198 -0.04 0.09 0.00 0.00
H 0.0376 2.6464 2.4142 -0.05 0.06 -0.06 0.00
H -2.2443 -1.0387 1.6011 0.01 0.04 -0.07 0.01
F -0.6760 -3.3578 -2.1620 0.17 -0.08 0.05 0.00
C 1.5448 -4.1163 0.7386 -0.21 0.28 -0.10 0.00
H 4.1900 -0.6438 -1.5831 -0.08 0.01 0.00 0.00
C -0.5020 3.1822 -1.5122 -0.22 -0.12 -0.23 0.00
H -2.7044 1.6977 -1.5830 0.04 -0.02 -0.14 0.00
H 2.6291 -0.0265 2.4002 0.09 -0.01 -0.02 0.00
H -0.4683 4.0565 1.4732 0.00 -0.08 0.04 0.00
H 5.0996 1.4344 -0.0552 -0.13 0.12 0.00 0.00
F -2.0892 -4.0113 -0.0402 0.10 -0.06 0.21 0.00
H -5.6796 -1.3850 0.5647 0.01 0.00 0.00 0.00
C -0.5506 2.9664 1.5482 -0.24 -0.14 0.20 0.00
Tc -0.1500 -0.2776 -0.1126 -0.26 -1.32 -0.03 3.03
H -1.5512 3.4638 -1.4284 0.10 0.06 -0.08 0.00
C 4.6599 3.5266 0.0405 -0.02 -0.06 -0.01 0.00
C -2.7107 -0.0952 1.2937 -0.13 -0.06 -0.16 0.02
H -5.9530 0.1760 -1.2074 -0.05 -0.01 -0.01 0.00
O 0.1923 -2.2027 0.0549 0.17 -0.18 0.00 0.10
F -0.8759 -5.4079 1.0929 -0.07 0.04 -0.01 0.00
H -2.5390 -0.6564 -2.0665 0.00 0.05 0.02 0.00
H 2.8464 -1.7969 -1.6963 0.05 -0.03 -0.02 0.00
N -2.2653 0.2236 -0.1347 0.01 0.32 -0.02 -0.02
F -1.2388 -3.4127 1.8549 -0.06 -0.10 -0.06 0.00
H 2.7138 -0.1929 -2.4491 0.08 -0.02 0.01 0.00
H 2.7245 -1.6944 1.7846 0.11 0.25 0.02 0.00
N -4.2480 -1.0010 -0.9171 0.00 0.08 0.14 0.00
H 3.9361 5.5493 0.1506 -0.01 -0.09 -0.01 0.00
N -4.1427 -0.2173 1.3798 -0.05 0.03 -0.17 0.00
H -4.6338 0.4976 -2.3431 0.03 -0.01 0.01 0.00
H -4.4234 1.8557 1.6022 0.03 0.00 0.01 0.00
N -4.4102 1.3633 -0.4413 -0.04 -0.16 0.11 0.00
C -4.5977 -1.2930 0.4840 0.07 0.21 -0.09 0.00
C 0.2532 -4.0498 -1.4781 -0.10 0.25 0.13 0.01
H 1.5642 4.9075 0.1213 0.09 -0.06 -0.01 0.00
H -2.3608 0.7110 1.9374 0.02 0.02 -0.02 0.00
H -1.5999 2.7307 1.7528 0.16 0.12 0.03 0.00
F -0.0174 -5.3424 -1.5874 0.00 0.02 -0.04 0.00
C 3.0973 -0.7445 -1.5877 -0.19 -0.36 -0.19 -0.02
```
Positions in Å, forces in eV/Å.

***

Record 4
Density functional theory data (ωB97M-V/def2-TZVPD) for C13H13NS in the gas phase at a distorted geometry.

The HOMO-LUMO gap is 9.20 eV. For the HOMO energy, the calculation gives -8.484 eV. The energy comes out at -955.9905 a.u.

XYZ file:
```
28
Properties=species:S:1:pos:R:3:forces:R:3:lowdin_charge:R:1
H 1.2739 -3.3177 0.6087 0.00 -1.30 0.31 0.08
C -1.9804 2.8514 -0.3851 -0.73 1.53 0.97 -0.08
C -1.1346 -0.7522 0.1359 0.84 2.66 0.32 -0.25
H -1.6731 -1.5617 0.5134 -1.32 -1.19 0.35 0.05
H -1.4073 3.7255 -0.6768 -0.69 0.33 -0.34 0.11
H -4.6414 1.9161 1.4320 -1.41 -0.05 0.87 0.07
S 0.2239 -0.6441 1.4897 1.16 -1.77 -1.96 0.97
C 3.3398 -0.6979 -1.3315 -1.93 -1.16 0.47 -0.05
C -1.8712 0.5762 0.0945 -0.32 -3.17 1.93 -0.29
H -3.7448 3.8331 0.0882 -1.30 1.44 0.34 0.07
C -3.0929 0.5358 0.7870 0.62 2.84 -0.60 -0.02
H -3.3753 -0.4059 1.2340 -0.48 0.23 0.09 0.10
C 2.2806 -0.3794 -0.4309 1.27 0.95 -1.20 -0.12
N 0.7690 0.7702 1.7185 0.27 1.05 -0.84 -0.37
C -3.7432 1.7970 0.9178 1.05 -0.27 -2.04 -0.05
C 3.6113 -2.0633 -1.5902 2.67 1.00 -0.07 -0.13
H -0.7431 -0.9716 -0.8247 0.80 -0.37 -0.68 0.08
H 4.5899 -2.4226 -2.1099 -2.12 0.94 0.48 0.13
C 1.5122 -1.2893 0.2386 0.92 -1.87 0.47 -0.36
C 2.9345 -2.9951 -0.8647 -1.21 -3.29 1.88 -0.12
H 3.7842 0.1112 -1.8778 0.46 0.12 0.00 0.09
H 2.0910 0.6546 -0.2349 -0.04 0.61 0.06 0.08
C -3.2732 2.9162 0.1853 2.15 -2.45 0.32 -0.06
C -1.2418 1.7275 -0.3034 -1.38 -0.97 -0.27 -0.09
H 0.5938 1.1339 2.6285 -0.33 -0.06 0.77 -0.02
H -0.2495 1.7350 -0.5882 1.86 -0.20 -0.65 0.08
C 1.8785 -2.6517 0.0517 0.21 1.80 -1.00 -0.07
H 3.2890 -4.1312 -0.9058 -1.02 2.61 0.01 0.14
```
Positions in Å, forces in eV/Å.

***

Molar mass readings, ordered: 3568.4 612.6 665.6 215.3 u